1.
# C4H6O2

One molecule with the formula C4H6O2 in a non-equilibrium geometry (the ωB97M-V functional and the def2-TZVPD basis, OMol25).

```
12
Properties=species:S:1:pos:R:3:forces:R:3
H 2.05458 0.32370 -0.96281 0.1 0.0 0.8
H 2.25088 -0.15471 0.74658 0.6 -0.3 1.7
C -0.44839 0.94191 -0.32854 -4.3 -0.6 -1.5
H -2.49355 -0.20754 -0.74884 2.6 0.7 1.3
C -1.56399 0.00291 -0.03597 0.9 -0.3 1.5
O 0.76839 -1.04166 -0.43131 -0.2 -0.1 0.6
H -1.81806 -0.03561 1.03628 -0.7 0.4 -0.5
C -0.38905 -1.06221 0.29358 -0.6 -0.8 1.9
C 1.55441 0.00510 -0.01596 0.2 2.2 -3.1
H -0.47343 1.10089 -1.42683 1.0 0.2 0.4
H -0.07658 -1.06114 1.49586 -1.1 0.2 -2.9
O 0.63478 1.18837 0.37796 1.3 -1.7 -0.1
```
Positions in Å, forces in eV/Å.

energy above the lowest of the compared OMol25 structures with the same formula, charge and spin: 158.1 kcal per mole
Kohn-Sham gap: 7.52 eV
multiplicity: 1
highest occupied orbital energy: -7.34 eV

Here are the Mulliken charges for atoms 1 to 6, given in e:
1. H 0.323
2. H 0.340
3. C 0.006
4. H 0.284
5. C -0.317
6. O -0.254

***

2.
# C4H6O2

One molecule with the formula C4H6O2 (the ωB97M-V functional and the def2-TZVPD basis, OMol25).

```
12
Properties=species:S:1:pos:R:3:forces:R:3
H 0.92504 0.44922 1.97903 0.0 0.0 -0.2
O 0.63678 1.51610 0.15296 -0.1 0.1 0.0
H 2.62634 0.73285 0.12774 -0.1 0.1 -0.1
C 0.61713 0.33594 0.94074 0.1 -0.2 0.2
H -2.11075 0.34580 0.01473 -0.4 0.0 -0.2
C -1.45260 -0.41046 -0.41487 0.0 -0.2 0.0
C 1.59395 0.51726 -0.13748 0.3 -0.1 -0.1
H -1.06971 -0.00230 -1.35419 0.3 -0.1 0.3
H 1.43947 -0.00247 -1.08336 0.1 0.1 0.1
C -0.49661 -0.64354 0.72729 -0.3 0.0 0.2
H -1.99075 -1.34418 -0.59336 -0.1 0.3 0.0
O -0.68702 -1.51794 1.54381 0.2 0.1 -0.3
```
Positions in Å, forces in eV/Å.

energy above the lowest of the compared OMol25 structures with the same formula, charge and spin: 39.7 kcal per mole
structure (SMILES): CC(=O)[C@H]1CO1
Kohn-Sham gap: 10.79 eV
multiplicity: 1
highest occupied orbital energy: -9.89 eV

Here are the Mulliken charges for atoms 1 to 6, given in e:
1. H 0.403
2. O -0.410
3. H 0.271
4. C 0.070
5. H 0.268
6. C -0.971

***

3.
# C4H6O2

One molecule with the formula C4H6O2 in a non-equilibrium geometry (the ωB97M-V functional and the def2-TZVPD basis, OMol25).

```
12
Properties=species:S:1:pos:R:3:forces:R:3
C 0.51699 0.50772 -0.06607 -1.1 0.5 1.3
H 2.10559 0.37098 1.43795 0.1 0.0 0.0
H -2.19572 0.67395 -0.30883 0.2 0.0 0.3
C -0.38410 -0.48787 -0.79357 -0.2 0.1 0.0
O 2.60710 -0.68932 -0.21437 -0.8 0.6 0.3
C 1.86248 0.02856 0.41578 0.1 0.2 -0.1
O -0.55819 0.66622 1.06338 0.1 -1.7 0.9
H -0.10732 -1.53647 -0.61324 0.1 0.4 0.0
C -1.46780 0.00225 0.16927 -0.6 -0.4 0.1
H -0.55242 -0.34930 -1.86342 0.1 0.1 0.2
H -1.97579 -0.74541 0.76578 -0.4 -0.3 -0.3
H 0.14917 1.55869 0.00733 2.4 0.4 -2.7
```
Positions in Å, forces in eV/Å.

energy above the lowest of the compared OMol25 structures with the same formula, charge and spin: 83.1 kcal per mole
structure (SMILES): O=C[C@H]1CCO1
Kohn-Sham gap: 10.18 eV
multiplicity: 1
highest occupied orbital energy: -9.59 eV

Here are the Mulliken charges for atoms 1 to 6, given in e:
1. C 0.046
2. H 0.324
3. H 0.234
4. C -0.474
5. O -0.458
6. C -0.095